[1]
Below is a 11-piece molecular cluster, C30H66Br8N6O7 overall in a non-equilibrium geometry, with properties calculated with ωB97M-V/def2-TZVPD.

Last column: Löwdin charge in e.
CARTESIAN COORDINATES (ANGSTROEM)
H  -2.6467  5.2517  2.0474  0.080
H  2.4926  1.7239  -1.4362  0.076
H  -0.6639  -2.5526  1.0309  0.101
H  5.3158  1.0396  -3.2250  0.096
Br  3.8414  -0.1770  3.7313  0.667
O  -3.5312  1.1531  1.1952  -0.021
H  -5.0808  -0.2120  -0.4660  0.112
C  -0.9099  -1.5226  0.8006  -0.169
H  1.2458  5.7796  1.3180  0.065
C  3.9138  3.9121  -2.1400  -0.014
H  0.7892  5.1117  -2.7903  0.085
N  -2.2154  -5.9724  -0.4873  -0.202
Br  -5.2764  -3.0226  -6.6635  0.707
H  -3.7740  -4.7141  -1.0507  0.076
H  4.6741  4.4495  -2.6310  0.067
H  -2.0311  1.3894  6.7829  0.104
H  -3.5767  -1.1326  -1.0666  0.078
H  1.1340  3.6789  0.6294  0.122
C  0.2737  -0.5738  0.7568  -0.132
C  -1.2096  0.9202  6.1401  -0.083
H  2.3631  6.5086  0.0959  0.082
C  2.1797  -2.8180  -4.3310  -0.764
C  -2.9989  0.3782  4.3651  -0.026
C  2.8922  -1.5238  -4.0637  -0.717
O  -4.2315  -6.9384  -0.7137  0.001
H  1.7566  -2.8439  -5.3879  0.077
H  -2.1403  2.0656  0.0338  0.130
C  0.8467  3.9234  -0.3999  -0.359
C  -0.1178  -1.5972  -1.3362  -0.233
H  3.9407  3.9863  -1.0401  0.100
C  -2.2371  4.2778  2.1431  -0.071
H  -0.5701  -7.1389  0.1624  0.087
C  0.7140  -0.4979  -0.7462  -0.130
C  4.7962  -2.6449  -0.8126  -0.755
Br  -1.5045  -4.2880  -4.4767  0.713
H  -0.9038  -0.0608  6.5679  0.069
N  4.1916  2.5009  -2.4446  -0.175
H  0.6363  6.9795  0.1219  0.111
H  -2.2005  0.2102  -2.5625  0.060
O  0.4512  0.9730  3.9456  0.002
H  -0.0619  -5.6815  -0.4923  0.098
O  5.9634  2.8315  -3.9374  0.038
H  0.0855  3.9505  4.4733  0.150
H  4.0277  -1.4525  0.6889  0.022
H  2.4001  -2.8637  3.9581  0.023
H  1.9132  -0.1014  5.1918  0.002
C  0.6271  5.7644  -1.9432  -0.041
C  -0.2908  4.0934  3.4190  -0.321
C  -4.2723  -0.3016  -1.2564  0.002
H  1.0947  -1.0058  1.3114  0.055
C  1.8247  -1.9758  4.1344  -0.752
H  2.9652  4.3074  -2.4753  0.067
H  -2.1380  -4.1497  -1.5698  0.056
H  0.3841  -2.5688  -1.3157  0.106
O  0.4805  4.3097  2.5240  0.001
C  -2.7472  -4.6342  -0.7451  -0.036
H  -3.4467  -5.0171  -5.8126  0.037
C  -3.0543  -7.0283  -0.4120  -0.342
Br  6.0916  -1.3384  -1.3104  0.724
H  -3.1268  3.6082  2.0769  0.091
H  -1.6110  1.6903  -1.9777  0.071
H  3.5816  0.5181  -2.1560  0.027
H  -0.3422  1.6267  6.1947  0.095
C  1.3840  6.1719  0.3206  -0.055
C  -3.5249  -2.9764  -6.0109  -0.783
H  -3.0190  -0.7036  4.3090  0.078
O  0.3422  3.1191  -1.1773  -0.026
C  -3.2387  -4.1949  -5.1866  -0.769
Br  0.1712  -2.5080  4.9596  0.672
H  -3.3439  0.8934  3.4421  0.070
O  -1.3155  -1.6725  -0.5697  -0.183
Br  2.8346  -3.5040  0.9684  0.757
H  -3.3520  -2.0530  -5.4693  0.053
H  5.1303  -2.7253  1.2940  0.062
H  -2.7357  5.2106  4.9802  0.106
H  -2.8287  -2.8728  -6.8302  0.056
H  1.4212  -1.5993  3.2043  -0.018
C  -2.4659  4.1898  4.5791  -0.044
C  -2.5218  1.1401  -2.1702  -0.062
H  -3.8488  -4.2234  -4.2572  0.064
H  -0.9624  -5.5640  1.1055  0.089
H  -3.2246  1.5823  -2.9244  0.112
H  -1.7525  -1.2475  1.4557  0.119
H  0.3989  0.4788  -1.1485  0.093
H  5.0546  -3.6474  -1.0591  0.053
C  4.3564  -2.4720  0.5894  -0.756
C  5.2323  2.1329  -3.2899  -0.334
C  2.5423  -0.9252  4.9589  -0.662
H  1.7821  -0.6004  -0.8567  0.084
Br  1.6510  -0.1247  -4.5625  0.680
H  4.0043  1.3948  -0.6232  0.102
C  -0.7239  0.8085  3.7893  -0.400
H  -0.4259  -1.4092  -2.3767  0.098
C  -0.9142  -6.0907  0.1417  -0.072
H  -2.5598  -4.0517  0.1775  0.088
C  3.5691  1.4959  -1.6546  -0.123
N  1.0035  5.2205  -0.6379  -0.189
N  -1.6277  0.8048  4.7781  -0.190
H  -1.2657  0.5454  2.8603  0.119
Br  3.4368  -4.2485  -4.1717  0.674
H  3.8766  -2.4982  -1.3396  -0.003
H  -3.6673  0.6263  5.2067  0.086
H  -1.9881  3.6713  5.4169  0.073
H  -4.6597  -0.4358  -2.2476  0.074
C  -3.0174  1.3851  0.1163  -0.360
H  3.8046  -1.3351  -4.5993  0.048
N  -3.3604  0.8630  -1.0517  -0.177
H  1.4188  -2.9096  -3.5961  0.006
H  -3.3921  3.6915  4.3315  0.080
H  3.0336  -1.3190  5.8690  0.079
N  -1.6516  4.0270  3.3804  -0.191
H  1.0603  6.7089  -2.1920  0.081
H  -2.5803  -7.9475  -0.0714  0.128
H  -1.5082  4.0557  1.2712  0.118
H  -0.3898  6.0757  -1.8924  0.083
H  3.1527  -1.3583  -2.9618  0.039
H  0.2284  0.3614  1.2576  0.085

Cartesian forces (eV/Å) of the 3 atoms listed first:
-0.06 1.34 -0.14
0.80 0.02 -0.62
0.69 -0.19 0.92

Summary:
Frontier orbital gap in hartree: 0.344
Maximum force in eV/Å: 3.6
SMILES: CN(C)C=O.CN(C)C=O.CN(C)C=O.CN(C)C=O.CN(C)C=O.CN(C)C=O.C1CCOC1.BrCCBr.BrCCBr.BrCCBr.BrCCBr
LUMO in Ha: 0.0114

***

[2]
Below is C31H26IrN6 as an isolated structure, with properties calculated with ωB97M-V/def2-TZVPD.

Last column: Löwdin charge in e.
CARTESIAN COORDINATES (ANGSTROEM)
C  2.9986  -5.1228  0.3436  -0.031
C  -2.0984  2.1097  -0.6406  -0.010
C  0.8018  -0.5279  -1.2761  -0.166
H  -0.7712  3.4261  3.9766  0.120
H  -0.3150  -4.5772  0.1463  0.091
H  3.0018  2.5524  0.0543  0.153
H  -4.7973  -0.4344  -1.6515  0.122
C  0.5326  0.2308  -2.3909  -0.051
H  -4.8113  2.1052  -3.8483  0.085
C  3.3995  -3.8136  0.1958  0.009
C  2.7737  1.6150  -0.4310  -0.108
N  -3.1194  -1.3538  0.1317  -0.061
H  2.6082  2.9563  -2.3120  0.132
C  -2.5421  -3.2405  0.9786  -0.123
H  4.4431  -3.5366  0.2296  0.126
C  1.1855  2.9264  3.2395  -0.268
N  1.1201  -3.1100  0.0502  -0.036
H  -6.0016  1.2503  -2.8715  0.077
C  3.7234  -1.3332  -1.2881  -0.053
H  1.2855  -6.4419  0.4117  0.116
H  -1.8822  -4.0204  1.3133  0.098
H  1.7673  3.4121  5.2513  0.086
N  2.7940  -1.5045  -0.2423  0.026
H  1.5829  4.8090  4.2002  0.085
C  -4.0499  0.2979  -1.3691  0.017
H  -0.3769  0.0476  -2.9497  0.114
C  -3.1313  2.4850  -1.4766  -0.030
C  -0.2076  2.8527  3.2506  -0.030
C  2.4358  -2.8211  0.0242  -0.263
C  1.9273  3.7747  4.2348  -0.044
C  4.0299  -0.1879  -1.8848  -0.018
C  -0.2038  1.2583  1.4130  -0.230
C  -0.8733  2.0217  2.3756  -0.011
N  1.9957  0.7666  0.3391  0.045
Ir  -0.0874  -1.3890  0.1425  1.372
C  -3.9212  -3.1511  1.1247  -0.026
H  0.7911  2.0545  -3.3669  0.128
H  -5.1936  -1.4242  0.4900  0.138
H  -1.3353  2.8268  -0.3657  0.120
H  4.7099  -0.2565  -2.7234  0.117
C  1.6420  -5.4270  0.3196  -0.042
H  3.7354  -5.9032  0.4782  0.122
C  -4.1194  1.5838  -1.8778  -0.271
C  1.1835  1.3796  1.3575  -0.133
C  3.6571  1.1918  -1.5051  -0.161
N  -2.0546  -2.1569  0.3684  -0.086
H  2.9991  3.7685  4.0415  0.076
H  -1.9521  1.9321  2.4247  0.125
C  -5.2043  1.9914  -2.8362  -0.046
C  1.7145  -0.5332  -0.1754  -0.421
H  -3.1631  3.5036  -1.8462  0.120
C  2.3997  1.9344  -2.0289  -0.077
C  -2.0107  0.8062  -0.1344  -0.253
C  -3.0374  -0.0718  -0.4905  -0.135
H  -4.5828  -3.8603  1.5879  0.109
H  -5.6439  2.9462  -2.5473  0.084
C  0.7468  -4.3943  0.1828  -0.104
H  4.1682  -2.2503  -1.6505  0.125
C  1.8533  2.1723  2.2911  0.013
H  4.5006  1.8629  -1.6257  0.152
C  -4.2497  -1.9335  0.5734  -0.027
N  -0.9573  0.3441  0.6397  -0.114
H  2.9372  2.1935  2.2668  0.124
C  1.2489  1.3875  -2.6420  0.006

Cartesian forces (eV/Å) of the 3 atoms listed first:
0.01 0.02 -0.01
0.00 0.00 0.00
0.22 0.18 -0.01

Summary:
Frontier orbital gap in hartree: 0.224
Total charge: +1
Maximum force in eV/Å: 0.3
ΔE to the lowest compared entry with this formula, charge and spin in kcal per mole: 11.0
LUMO in Ha: -0.1269

***

[3]
Below is one molecule with the formula C4H6O2 in a non-equilibrium geometry, with properties calculated with ωB97M-V/def2-TZVPD.

Last column: Löwdin charge in e.
CARTESIAN COORDINATES (ANGSTROEM)
C  0.1107  -0.0402  -0.3893  -0.254
O  1.8466  1.4352  0.0652  0.004
H  0.6501  -0.4884  -1.2249  0.141
C  1.0131  -0.9489  0.8391  -0.112
H  -1.9134  0.3963  0.2700  0.078
H  1.9726  -0.2979  0.7938  0.130
H  -1.6544  -1.2474  -0.2361  0.075
C  -1.3842  -0.2196  -0.4539  -0.078
O  0.5831  -1.8931  1.4420  0.083
H  -0.0726  2.0332  0.3452  0.135
C  0.6432  1.2742  -0.0281  -0.281
H  -1.8021  0.0116  -1.4313  0.077

Cartesian forces (eV/Å) of the 3 atoms listed first:
0.63 -1.38 1.23
-0.16 0.68 -0.26
-0.02 0.24 -0.21

Summary:
Frontier orbital gap in hartree: 0.369
Maximum force in eV/Å: 2.4
SMILES: CC(C=O)C=O
ΔE to the lowest compared entry with this formula, charge and spin in kcal per mole: 44.2
LUMO in Ha: 0.0199

***

[4]
Below is C4H8 as an isolated structure, with properties calculated with ωB97M-V/def2-TZVPD.

Last column: Löwdin charge in e.
CARTESIAN COORDINATES (ANGSTROEM)
H  0.1051  -0.4806  -1.5996  0.107
H  1.6172  1.4801  0.0521  0.056
H  -1.3868  0.8243  0.4212  0.107
H  1.3993  -0.8292  -0.3838  0.108
C  -0.3317  0.6207  0.5612  -0.189
H  0.2447  1.8424  -1.1589  0.056
C  -0.5948  -1.3580  0.2406  -0.137
H  -1.6191  -1.4675  -0.0896  0.056
C  0.5878  1.3571  -0.2553  -0.138
H  -0.2867  -1.8293  1.1639  0.056
H  -0.0595  0.4667  1.5990  0.108
C  0.3483  -0.6258  -0.5537  -0.190

Cartesian forces (eV/Å) of the 3 atoms listed first:
0.01 0.00 0.14
-0.14 -0.04 -0.07
0.14 -0.04 0.01

Summary:
Frontier orbital gap in hartree: 0.261
Maximum force in eV/Å: 0.5
ΔE to the lowest compared entry with this formula, charge and spin in kcal per mole: 110.2
LUMO in Ha: 0.0429

***

[5]
Below is a 2-piece molecular cluster, C11H15N overall in a non-equilibrium geometry, with properties calculated with ωB97M-V/def2-TZVPD.

Last column: Löwdin charge in e.
CARTESIAN COORDINATES (ANGSTROEM)
H  0.1464  -1.4938  -2.2764  0.104
H  0.6860  -3.3901  -0.7332  0.065
H  0.9775  -1.0438  4.7145  0.100
C  0.6254  0.1000  0.6599  -0.233
C  1.7312  -1.1913  3.8681  -0.089
H  0.9538  1.6310  3.5078  0.133
H  -1.3291  2.9560  -3.2381  0.058
C  0.3956  -1.2694  -1.2164  -0.076
H  -2.7135  2.7930  -4.2794  0.077
C  0.3234  -0.0106  -0.6860  -0.050
H  1.5178  -3.0854  1.4185  0.092
C  1.1657  -0.9623  1.4181  -0.094
H  -2.4681  0.7703  -2.0268  -0.003
H  -3.2430  0.5279  -3.4184  0.053
C  1.4313  -0.3332  2.7610  -0.287
H  -0.2927  0.7853  -1.1524  0.108
C  0.6590  -2.4299  -0.3973  -0.082
H  2.8465  -1.1604  4.3099  0.118
H  1.1148  2.1546  0.7900  0.138
H  1.8342  -2.3164  3.5385  0.096
C  1.0701  -2.2794  0.8906  -0.039
C  -2.3317  2.5170  -3.2376  -0.143
C  -2.3674  0.9672  -2.9970  -0.151
C  1.1686  0.9700  2.6132  -0.077
H  -3.0959  3.0200  -2.7185  0.033
H  -1.5008  0.3962  -3.4089  0.076
N  0.6947  1.3778  1.2964  0.071

Cartesian forces (eV/Å) of the 3 atoms listed first:
0.03 0.47 0.83
-0.17 -2.35 -1.58
1.21 -0.58 -0.95

Summary:
Frontier orbital gap in hartree: 0.335
Maximum force in eV/Å: 4.9
SMILES: Cc1c[nH]c2ccccc12.CC
ΔE to the lowest compared entry with this formula, charge and spin in kcal per mole: 56.9
LUMO in Ha: 0.0348